Below is a 13-piece molecular cluster, C49H136N12O13 overall, with properties calculated with wB97M-V/def2-TZVPD.

HOMO energy ... -8.8 eV
Total charge ... 0
Kohn-Sham gap ... 9.4241 eV

Positions of all 210 atoms, in Å:
C (4.60, 3.87, 12.64)
C (4.82, 2.69, 13.51)
C (6.09, 1.95, 13.12)
O (6.08, 1.46, 11.78)
C (7.36, 1.00, 11.34)
N (5.00, 3.27, 14.83)
H (3.69, 4.41, 12.94)
H (4.36, 3.57, 11.62)
H (5.50, 4.48, 12.63)
H (3.95, 2.04, 13.46)
H (6.24, 1.09, 13.78)
H (6.92, 2.65, 13.25)
H (7.29, 0.68, 10.30)
H (7.50, 0.09, 11.92)
H (8.14, 1.76, 11.33)
H (5.82, 3.86, 14.88)
H (4.24, 3.91, 15.01)
C (11.89, 2.21, 3.31)
C (11.92, 3.71, 2.90)
C (10.47, 4.19, 3.10)
O (10.26, 5.53, 2.64)
C (9.04, 6.10, 3.04)
N (12.94, 4.34, 3.75)
H (11.43, 2.15, 4.30)
H (12.93, 1.86, 3.31)
H (11.28, 1.59, 2.65)
H (12.20, 3.93, 1.87)
H (10.17, 4.05, 4.14)
H (9.75, 3.55, 2.58)
H (8.82, 5.95, 4.10)
H (8.21, 5.65, 2.48)
H (9.03, 7.17, 2.83)
H (12.60, 4.21, 4.70)
H (12.80, 5.34, 3.65)
C (5.15, 2.08, 8.62)
C (3.74, 2.27, 8.06)
C (3.22, 3.68, 8.10)
O (2.09, 3.95, 7.28)
C (1.68, 5.31, 7.20)
N (3.70, 1.75, 6.70)
H (5.85, 2.46, 7.87)
H (5.39, 1.04, 8.84)
H (5.30, 2.61, 9.56)
H (3.15, 1.70, 8.78)
H (3.95, 4.38, 7.68)
H (3.00, 4.10, 9.09)
H (2.31, 5.88, 6.52)
H (1.76, 5.77, 8.19)
H (0.69, 5.29, 6.75)
H (3.75, 0.74, 6.83)
H (2.76, 1.96, 6.40)
C (17.62, 7.83, 10.42)
C (16.66, 8.71, 9.66)
C (15.22, 8.02, 9.80)
O (14.23, 8.73, 9.04)
C (14.41, 8.67, 7.63)
N (16.63, 10.10, 10.08)
H (17.64, 6.84, 9.96)
H (17.32, 7.68, 11.46)
H (18.66, 8.16, 10.43)
H (16.88, 8.64, 8.59)
H (14.98, 8.19, 10.85)
H (15.12, 6.96, 9.59)
H (14.41, 7.63, 7.31)
H (15.21, 9.29, 7.22)
H (13.54, 9.05, 7.09)
H (15.87, 10.59, 9.63)
H (17.52, 10.51, 9.82)
C (11.38, 7.62, 5.94)
C (11.39, 8.31, 4.59)
C (12.26, 9.65, 4.55)
O (11.72, 10.51, 5.45)
C (12.43, 11.72, 5.65)
N (12.15, 7.38, 3.75)
H (12.38, 7.46, 6.33)
H (10.83, 6.68, 5.84)
H (10.90, 8.32, 6.62)
H (10.42, 8.51, 4.13)
H (12.35, 10.10, 3.56)
H (13.27, 9.33, 4.82)
H (12.73, 12.21, 4.73)
H (13.27, 11.61, 6.35)
H (11.82, 12.42, 6.22)
H (12.50, 7.90, 2.96)
H (11.43, 6.81, 3.31)
C (8.48, 4.94, 11.89)
C (8.44, 6.45, 12.01)
C (9.15, 7.13, 10.82)
O (10.52, 6.96, 11.12)
C (11.42, 7.75, 10.31)
N (7.04, 6.86, 12.09)
H (8.05, 4.51, 12.80)
H (9.52, 4.62, 11.94)
H (7.94, 4.60, 11.01)
H (8.95, 6.76, 12.93)
H (8.89, 8.19, 10.84)
H (8.96, 6.65, 9.86)
H (10.92, 8.72, 10.28)
H (11.54, 7.32, 9.32)
H (12.38, 7.72, 10.83)
H (7.10, 7.87, 12.08)
H (6.58, 6.73, 11.19)
C (8.73, 3.43, 8.64)
C (9.78, 4.17, 7.86)
C (10.86, 3.20, 7.31)
O (11.89, 3.77, 6.54)
C (12.83, 4.56, 7.25)
N (9.11, 4.79, 6.69)
H (9.03, 3.14, 9.65)
H (8.44, 2.43, 8.32)
H (7.80, 4.00, 8.71)
H (10.27, 4.84, 8.56)
H (10.41, 2.34, 6.81)
H (11.32, 2.74, 8.19)
H (13.77, 4.71, 6.72)
H (12.99, 4.06, 8.21)
H (12.37, 5.53, 7.46)
H (9.82, 5.14, 6.06)
H (8.62, 4.07, 6.18)
C (9.34, -1.94, 6.50)
C (8.81, -1.70, 7.89)
C (9.36, -2.60, 8.97)
O (9.27, -3.98, 8.60)
C (9.44, -4.85, 9.70)
N (9.13, -0.32, 8.17)
H (9.01, -1.21, 5.77)
H (9.08, -2.91, 6.06)
H (10.43, -1.96, 6.54)
H (7.75, -1.89, 7.74)
H (8.83, -2.37, 9.90)
H (10.44, -2.48, 9.07)
H (8.73, -4.64, 10.51)
H (10.46, -4.79, 10.09)
H (9.27, -5.91, 9.50)
H (10.14, -0.31, 8.15)
H (8.81, 0.26, 7.40)
C (16.67, 5.33, 6.76)
C (18.05, 5.04, 6.13)
C (19.19, 4.87, 7.18)
O (19.44, 6.17, 7.75)
C (20.66, 6.35, 8.47)
N (17.81, 3.78, 5.43)
H (16.28, 4.60, 7.46)
H (15.87, 5.38, 6.01)
H (16.76, 6.26, 7.31)
H (18.37, 5.88, 5.51)
H (20.06, 4.53, 6.63)
H (18.89, 4.17, 7.96)
H (21.52, 6.15, 7.83)
H (20.64, 5.80, 9.41)
H (20.69, 7.42, 8.65)
H (18.57, 3.38, 4.90)
H (17.00, 3.84, 4.83)
C (11.49, 1.29, 10.23)
C (12.43, 0.14, 9.90)
C (13.04, 0.07, 8.43)
O (12.00, -0.02, 7.43)
C (12.40, -0.11, 6.09)
N (13.48, 0.08, 10.87)
H (10.48, 1.34, 9.83)
H (11.94, 2.29, 10.18)
H (11.16, 1.33, 11.27)
H (11.88, -0.80, 9.98)
H (13.70, -0.80, 8.44)
H (13.66, 0.94, 8.20)
H (11.60, 0.04, 5.37)
H (12.85, -1.09, 5.93)
H (13.24, 0.57, 5.93)
H (13.93, -0.82, 10.79)
H (14.29, 0.64, 10.65)
C (5.65, 8.37, 5.81)
C (6.97, 7.65, 6.08)
C (7.90, 8.55, 6.96)
O (8.18, 9.74, 6.25)
C (9.08, 10.64, 6.91)
N (6.69, 6.42, 6.83)
H (4.90, 7.77, 5.30)
H (5.90, 9.24, 5.20)
H (5.22, 8.77, 6.74)
H (7.35, 7.41, 5.08)
H (8.82, 7.97, 7.12)
H (7.54, 8.72, 7.97)
H (8.58, 10.92, 7.84)
H (9.15, 11.52, 6.27)
H (10.05, 10.18, 7.09)
H (6.04, 5.94, 6.22)
H (7.55, 5.87, 6.82)
C (17.40, 3.50, 10.69)
C (16.24, 2.65, 11.27)
C (14.90, 3.40, 11.28)
O (15.04, 4.60, 12.00)
C (13.86, 5.42, 12.07)
N (16.16, 1.44, 10.52)
H (18.41, 3.09, 10.68)
H (17.59, 4.37, 11.32)
H (17.23, 3.86, 9.67)
H (16.48, 2.37, 12.29)
H (14.12, 2.83, 11.80)
H (14.48, 3.52, 10.28)
H (13.08, 5.04, 12.74)
H (13.37, 5.39, 11.10)
H (14.12, 6.41, 12.46)
H (16.29, 1.56, 9.52)
H (16.89, 0.76, 10.70)
C (7.04, 1.54, 5.10)
O (7.30, 2.93, 5.29)
H (8.01, 1.09, 4.88)
H (6.67, 1.06, 6.01)
H (6.31, 1.39, 4.30)
H (6.43, 3.31, 5.46)

These are the Mulliken partial charges, in e, on atoms 1 to 99:
1. C -0.84
2. C 0.46
3. C -0.55
4. O -0.23
5. C -0.32
6. N -0.80
7. H 0.49
8. H -0.18
9. H 0.20
10. H 0.36
11. H 0.32
12. H 0.09
13. H -0.19
14. H 0.51
15. H 0.14
16. H 0.28
17. H 0.31
18. C -0.91
19. C -0.17
20. C 0.33
21. O -0.59
22. C -0.63
23. N -0.77
24. H -0.33
25. H 0.41
26. H 0.53
27. H 0.52
28. H -0.52
29. H 0.60
30. H -0.07
31. H 0.45
32. H 0.36
33. H 0.20
34. H 0.39
35. C 0.08
36. C 0.28
37. C -0.41
38. O -0.41
39. C -0.70
40. N -0.52
41. H -0.39
42. H 0.46
43. H -0.20
44. H 0.17
45. H 0.05
46. H 0.28
47. H 0.24
48. H 0.31
49. H 0.26
50. H 0.28
51. H 0.28
52. C -1.14
53. C 0.59
54. C -0.73
55. O -0.36
56. C 0.39
57. N -0.78
58. H -0.02
59. H 0.31
60. H 0.44
61. H 0.32
62. H 0.33
63. H 0.29
64. H 0.02
65. H 0.37
66. H -0.59
67. H 0.28
68. H 0.28
69. C 0.69
70. C 0.76
71. C -1.45
72. O -0.04
73. C -0.89
74. N -0.53
75. H -0.74
76. H -0.08
77. H -0.21
78. H 0.01
79. H 0.47
80. H 0.47
81. H 0.35
82. H 0.27
83. H 0.25
84. H 0.20
85. H 0.49
86. C -0.53
87. C -0.12
88. C -0.20
89. O -0.38
90. C -0.44
91. N -0.72
92. H 0.08
93. H 0.54
94. H -0.13
95. H 0.34
96. H 0.38
97. H 0.00
98. H 0.58
99. H 0.14

=====

Below is a 2-piece molecular cluster, C2H9N overall, with properties calculated with wB97M-V/def2-TZVPD.

HOMO energy (alpha / beta) ... -16.2 / -16.2 eV
Total charge ... +1
Kohn-Sham gap (alpha / beta) ... 12.1605 / 6.4210 eV
Spin multiplicity ... 2

Positions of all 12 atoms, in Å:
C (-0.94, -0.02, 1.93)
H (-0.46, -0.28, 2.92)
H (-2.04, 0.03, 2.13)
H (-0.70, 1.02, 1.83)
H (-0.79, -0.73, 1.24)
C (0.17, 0.15, -1.28)
N (1.60, -0.08, -1.26)
H (-0.22, 0.99, -0.65)
H (-0.04, 0.32, -2.31)
H (-0.36, -0.77, -1.02)
H (1.99, 0.40, -2.08)
H (1.78, -1.04, -1.46)

Formally, the natural (NBO) partial charges of the atoms, in units of the elementary charge, are as follows:
1. C -0.88
2. H 0.24
3. H 0.24
4. H 0.22
5. H 0.19
6. C -0.49
7. N -0.20
8. H 0.32
9. H 0.29
10. H 0.25
11. H 0.41
12. H 0.40

=====

Below is one molecule with the formula C4H9N3, with properties calculated with wB97M-V/def2-TZVPD.

HOMO energy ... -8.7 eV
Total charge ... 0
Kohn-Sham gap ... 9.7847 eV
SMILES ... [H]/N=C(/C)C/C=N/N

Positions of all 16 atoms, in Å:
H (-0.41, 1.12, 1.16)
N (0.31, 1.47, 0.48)
C (0.80, 0.61, -0.25)
C (1.96, 1.03, -1.21)
C (0.27, -0.98, -0.22)
C (-0.71, -1.38, 0.81)
N (-1.46, -0.39, 1.18)
N (-2.31, -0.26, 2.24)
H (1.79, 0.66, -2.33)
H (2.97, 0.74, -0.94)
H (1.92, 2.14, -1.14)
H (-0.10, -1.14, -1.23)
H (1.09, -1.78, -0.18)
H (-0.45, -2.30, 1.44)
H (-2.89, 0.55, 2.22)
H (-2.34, -1.10, 2.78)

Formally, the natural (NBO) partial charges of the atoms, in units of the elementary charge, are as follows:
1. H 0.37
2. N -0.63
3. C 0.33
4. C -0.68
5. C -0.52
6. C -0.01
7. N -0.26
8. N -0.64
9. H 0.21
10. H 0.23
11. H 0.24
12. H 0.23
13. H 0.22
14. H 0.15
15. H 0.40
16. H 0.37

=====

Below is a 2-piece molecular cluster, C5H10N3 overall, with properties calculated with wB97M-V/def2-TZVPD.

HOMO energy ... -13.2 eV
Total charge ... +1
Kohn-Sham gap ... 8.7139 eV

Positions of all 18 atoms, in Å:
C (0.79, 2.15, -0.35)
C (1.49, 3.23, 0.23)
C (1.33, 1.09, 0.32)
C (-1.63, -0.72, 0.21)
C (0.76, -1.18, -0.13)
N (2.34, 2.80, 1.14)
N (2.25, 1.48, 1.19)
N (-0.57, -1.21, -0.71)
H (0.05, 2.17, -1.12)
H (1.39, 4.27, 0.01)
H (-2.60, -0.77, -0.29)
H (-1.66, -1.33, 1.10)
H (-1.42, 0.31, 0.49)
H (1.55, -1.42, -0.82)
H (0.83, -1.61, 0.86)
H (2.82, 0.94, 1.82)
H (-0.81, -2.18, -0.98)
H (-0.58, -0.64, -1.57)

Formally, the natural (NBO) partial charges of the atoms, in units of the elementary charge, are as follows:
1. C -0.44
2. C -0.03
3. C 0.26
4. C -0.43
5. C -0.22
6. N -0.21
7. N -0.40
8. N -0.53
9. H 0.24
10. H 0.23
11. H 0.24
12. H 0.24
13. H 0.25
14. H 0.24
15. H 0.23
16. H 0.43
17. H 0.44
18. H 0.45

=====

Max |F|: 0.0543 0.1131 0.0677 0.0860 (Eh/bohr)